ORCA calculation (ωB97M-V/def2-TZVPD) on a structure of composition C7H15Br4NO in a non-equilibrium geometry.

Calculated values
- HOMO (eV) = -8.75
- LUMO (Eh) = 0.0041

ORCA input file:
```
! RIJCOSX wB97M-V def2-TZVPD def2/J DEFGRID3
* xyz 0 1
Br -1.165 -0.707 -1.156
C -1.546 -2.623 -0.643
C -2.421 -2.577 0.557
Br -2.754 -4.466 0.984
H -0.606 -3.100 -0.367
H -2.093 -3.016 -1.500
H -3.298 -2.002 0.260
H -2.050 -2.091 1.459
Br 0.478 -1.548 2.910
C 1.124 -0.705 1.227
C 2.567 -0.344 1.464
Br 3.834 -1.825 1.146
H 0.455 0.123 0.993
H 0.941 -1.271 0.314
H 2.759 -0.036 2.492
H 2.957 0.483 0.869
C 0.694 2.880 0.242
O 0.910 2.350 1.317
N 0.033 2.270 -0.750
C 0.011 2.813 -2.092
C -0.374 0.888 -0.567
H 1.025 3.897 -0.018
H 0.126 3.893 -2.005
H -0.915 2.620 -2.634
H 0.842 2.433 -2.685
H 0.155 0.366 -1.364
H -0.267 0.423 0.413
H -1.421 0.871 -0.869
*
```